Version w
C4H12 | ωB97M-V with the def2-TZVPD basis set

XYZ file:
```
16
Properties=species:S:1:pos:R:3
C 1.67788 0.62290 -0.02439
C 1.84574 -0.23264 1.22076
H 0.99640 1.46344 0.10357
H 2.62417 1.06487 -0.28155
H 1.33812 0.13940 -0.94244
H 2.58921 -0.99042 1.03822
H 0.93037 -0.67018 1.61978
H 2.23340 0.41067 2.01674
C -1.48655 -0.75978 -1.08598
C -2.03420 0.31725 -0.12546
H -2.23783 -1.55603 -1.15417
H -1.43238 -0.34218 -2.08983
H -0.59536 -1.21067 -0.67338
H -2.58486 1.06175 -0.69696
H -1.21747 0.78990 0.40437
H -2.64663 -0.10826 0.67072
```

The net charge is -1. As for the LUMO energy (spin up / spin down): 0.1639 / 0.1649 Eh. The calculation puts the molar mass at 60.14 g mol⁻¹. The value obtained for the HOMO energy (spin up / spin down) is 1.6 / -7.7 eV. The spin multiplicity is 2. As for the HOMO-LUMO gap (spin up / spin down): 2.829 / 12.163 eV.



Version x
C4H12 | ωB97M-V with the def2-TZVPD basis set

XYZ file:
```
16
Properties=species:S:1:pos:R:3
C 1.51211 0.22302 0.78600
C 1.89690 1.47675 1.51408
H 1.49044 0.34133 -0.30226
H 2.08420 -0.69700 0.96201
H 0.53134 -0.19454 1.04492
H 2.98810 1.47223 1.64147
H 1.38862 1.61832 2.46514
H 1.75817 2.37184 0.89813
C -1.87256 -1.03892 -0.38652
C -1.51985 -0.63383 -1.80979
H -1.11421 -1.60229 0.15148
H -2.04755 -0.10694 0.15203
H -2.77848 -1.64720 -0.37999
H -1.05042 -1.39621 -2.44900
H -0.86923 0.23912 -1.85453
H -2.39760 -0.42565 -2.43318
```

The net charge is -1. As for the LUMO energy (spin up / spin down): 0.1591 / 0.1676 Eh. The calculation puts the molar mass at 60.14 g mol⁻¹. The value obtained for the HOMO energy (spin up / spin down) is 1.6 / -7.7 eV. The spin multiplicity is 2. As for the HOMO-LUMO gap (spin up / spin down): 2.733 / 12.237 eV.



How do the energies compare? Relative to the most stable structure, in eV: version w 0.000; version x 0.104.



Version w
C4H12 | ωB97M-V with the def2-TZVPD basis set

XYZ file:
```
16
Properties=species:S:1:pos:R:3
C -0.24039 1.65520 0.68752
C -0.23334 3.17443 0.42514
H -0.70790 1.14242 -0.30625
H 0.92570 1.47206 0.82057
H -0.90483 1.24293 1.46588
H 0.25210 3.60535 1.34658
H -1.20159 3.55289 0.10847
H 0.43193 3.62372 -0.39879
C 0.13955 -2.19431 0.19339
C 0.24873 -2.77536 -1.19531
H -0.81787 -2.37414 0.84457
H 0.95982 -2.39843 0.82315
H 0.23033 -1.13888 -0.02974
H -0.64553 -3.26404 -1.48799
H 0.36605 -1.91179 -1.85244
H 1.19725 -3.41204 -1.44474
```

The net charge is -1. As for the LUMO energy (spin up / spin down): 0.1553 / 0.1544 Eh. The calculation puts the molar mass at 60.14 g mol⁻¹. The value obtained for the HOMO energy (spin up / spin down) is 1.4 / -6.8 eV. The spin multiplicity is 2. As for the HOMO-LUMO gap (spin up / spin down): 2.780 / 11.041 eV.



Version x
C4H12 | ωB97M-V with the def2-TZVPD basis set

XYZ file:
```
16
Properties=species:S:1:pos:R:3
C 2.01286 0.74064 -0.65854
C 0.87427 1.49989 -1.37017
H 2.06371 1.03386 0.40033
H 1.84060 -0.34780 -0.72835
H 2.96987 0.95336 -1.08339
H -0.04703 1.45119 -0.71712
H 1.21564 2.59390 -1.52251
H 0.64723 0.97905 -2.34098
C -0.70841 -1.12248 1.32324
C -2.13672 -1.12509 0.67815
H -0.39711 -2.15291 1.50551
H -0.04397 -0.64752 0.61262
H -0.69673 -0.56619 2.30193
H -2.16041 -1.68344 -0.19001
H -2.99530 -1.50124 1.32549
H -2.43850 -0.10524 0.46381
```

The net charge is -1. As for the LUMO energy (spin up / spin down): 0.1564 / 0.1587 Eh. The calculation puts the molar mass at 60.14 g mol⁻¹. The value obtained for the HOMO energy (spin up / spin down) is 1.5 / -7.9 eV. The spin multiplicity is 2. As for the HOMO-LUMO gap (spin up / spin down): 2.712 / 12.177 eV.



Version y
C4H12 | ωB97M-V with the def2-TZVPD basis set

XYZ file:
```
16
Properties=species:S:1:pos:R:3
C -2.24697 -0.80340 -0.67666
C -1.57891 -0.38420 -1.94361
H -2.66738 -1.82841 -0.52748
H -1.58727 -0.58686 0.25291
H -3.19392 -0.27581 -0.44602
H -2.01067 -0.83499 -2.78738
H -1.65170 0.69384 -2.10781
H -0.49296 -0.58180 -1.83987
C 2.42435 0.81863 0.62247
C 1.48753 0.32476 1.85414
H 1.96834 1.60231 -0.03509
H 3.20835 1.19665 1.18571
H 2.64885 -0.03388 0.00269
H 0.43451 -0.00187 1.51987
H 1.79943 -0.49506 2.46303
H 1.45842 1.19011 2.46312
```

The net charge is -1. As for the LUMO energy (spin up / spin down): 0.1624 / 0.1660 Eh. The calculation puts the molar mass at 60.14 g mol⁻¹. The value obtained for the HOMO energy (spin up / spin down) is 1.5 / -7.5 eV. The spin multiplicity is 2. As for the HOMO-LUMO gap (spin up / spin down): 2.873 / 12.027 eV.



How do the energies compare? Relative to the most stable structure, in eV: version w 1.043; version x 0.000; version y 0.522.



Version w
C5H9N4O | ωB97M-V with the def2-TZVPD basis set

XYZ file:
```
19
Properties=species:S:1:pos:R:3
C -3.42872 0.57750 0.09543
C -2.18722 1.25666 -0.19905
C -3.07698 -0.78450 0.12890
C -1.27586 0.25088 -0.32286
C 0.24453 0.20478 -0.27792
N 0.75062 -0.96214 -0.41976
N 3.42134 -1.27048 0.02042
N 1.75829 1.33824 0.24676
N 1.64875 2.50483 0.38908
O -1.78500 -0.97711 -0.11322
H -4.46621 0.87596 0.47028
H -2.14698 2.36663 -0.37222
H -3.47870 -1.77321 0.31691
H -0.06798 -1.67684 -0.30827
H 3.93528 -0.45255 0.34282
H 3.48237 -2.00949 0.69351
H 4.06974 -1.38792 -0.73410
H 0.84051 3.08184 0.37602
H 1.76223 -1.16306 -0.33273
```

The net charge is +1. As for the LUMO energy: -0.1603 Eh. The calculation puts the molar mass at 141.15 g mol⁻¹. The value obtained for the HOMO energy is -12.9 eV. As for the HOMO-LUMO gap: 8.568 eV.



Version x
C5H9N4O | ωB97M-V with the def2-TZVPD basis set

XYZ file:
```
19
Properties=species:S:1:pos:R:3
C 1.46266 0.96447 0.53830
C -1.83155 0.69176 -0.28490
C 0.68809 -0.98136 1.57048
C 0.35871 1.65939 -0.07371
C -0.19605 -1.03235 -0.84184
N 1.60316 -0.02878 1.34604
N -0.97309 1.60791 -0.08169
N 0.47070 -1.51279 0.26510
N -1.43704 -0.54375 -0.75142
O 0.03449 -1.54219 -2.04386
H 2.26571 1.63639 0.48761
H -2.90004 0.82663 -0.34826
H 1.10346 -1.71898 2.27808
H -0.19893 -0.59581 2.10274
H 0.74341 2.68528 -0.29168
H -1.41777 2.50945 -0.13241
H 1.32740 -1.84771 -0.11215
H -1.96939 -0.78894 -1.60563
H 0.86607 -1.98862 -2.02080
```

The net charge is +1. As for the LUMO energy (spin up / spin down): -0.1442 / -0.1442 Eh. The calculation puts the molar mass at 141.15 g mol⁻¹. The value obtained for the HOMO energy (spin up / spin down) is -11.8 / -11.8 eV. As for the HOMO-LUMO gap (spin up / spin down): 7.908 / 7.907 eV.



How do the energies compare? Relative to the most stable structure, in eV: version w 0.854; version x 0.000.



Version w
H19O9 | ωB97M-V with the def2-TZVPD basis set

XYZ file:
```
28
Properties=species:S:1:pos:R:3
O 0.75182 -1.87774 3.12438
H 3.37715 -2.12245 -1.63553
H -2.37410 1.14163 0.36990
O -0.32963 2.94353 0.72911
H -3.52739 -0.27195 1.09873
O 0.03556 -3.86324 -1.07608
H -0.16068 3.40844 -0.10538
H 0.60896 -4.63609 -1.13545
O 2.12085 3.38247 1.19906
H 2.94519 3.59771 0.74083
H 2.19334 3.38438 2.15342
O -1.41863 0.77719 0.33239
H -0.98251 1.84046 0.40172
H -1.07123 0.29884 -0.44313
O -3.84900 0.41724 0.50709
H 0.60778 -3.32267 -0.49933
H -4.78666 0.60353 0.61583
O 0.23734 1.72398 -1.58714
H 1.42582 -2.01958 3.80517
H 1.08398 1.68648 -1.13301
O 2.46416 -2.22044 -1.34590
H 2.16589 -2.98169 -1.87189
H 0.19846 0.99979 -2.20570
O -0.96729 -1.14459 -1.97504
H -1.04612 -1.03705 -2.92443
H -0.39245 -1.89860 -1.77657
H 0.03740 -1.61741 3.71337
H 0.65200 2.80781 0.92357
```

The net charge is +1. As for the LUMO energy: -0.0992 Eh. The calculation puts the molar mass at 163.14 g mol⁻¹. The value obtained for the HOMO energy is -14.1 eV. As for the HOMO-LUMO gap: 11.374 eV.



Version x
H19O9 | ωB97M-V with the def2-TZVPD basis set

XYZ file:
```
28
Properties=species:S:1:pos:R:3
O -6.23654 -53.94263 23.80338
H -5.94450 -54.07504 22.69551
H -6.45093 -54.88631 24.06891
H -5.40153 -53.42638 24.23972
O -6.38320 -56.75038 24.89646
H -7.05612 -56.43836 25.53684
H -6.43467 -57.67676 24.78062
O -3.97934 -55.51005 22.66945
H -3.28844 -56.06198 23.17013
H -4.02260 -55.76020 21.78391
O -2.65129 -53.14204 21.22571
H -3.20624 -53.70040 21.82118
H -3.36401 -53.03077 20.54695
O -5.77070 -50.99828 22.92659
H -5.37523 -50.21831 22.51029
H -6.52721 -50.93462 23.41408
O -7.37916 -55.69184 21.88988
H -7.72416 -55.66834 20.86895
H -6.97409 -56.49126 21.86066
O -8.10123 -55.08728 26.35869
H -8.70899 -55.80078 26.86728
H -8.92498 -54.51909 26.10418
O -5.59384 -53.20086 21.30372
H -5.73835 -52.39247 21.76575
H -6.19613 -53.50316 20.60685
O -4.13173 -52.24907 24.49598
H -4.34470 -51.57848 23.83811
H -4.10040 -51.81666 25.35356
```

The net charge is +1. As for the LUMO energy: -0.1106 Eh. The calculation puts the molar mass at 163.14 g mol⁻¹. The value obtained for the HOMO energy is -13.5 eV. As for the HOMO-LUMO gap: 10.490 eV.



Version y
H19O9 | ωB97M-V with the def2-TZVPD basis set

XYZ file:
```
28
Properties=species:S:1:pos:R:3
O 0.93879 1.97205 1.89340
H 0.80601 0.74756 -0.23595
H 0.98390 -1.63271 -0.27593
O -1.07675 0.50905 -2.49431
H -1.82139 0.31774 -1.99772
O -2.96173 0.23754 1.54271
H -0.63236 -3.21693 0.17445
H -2.47342 -0.47863 1.20652
O -1.60303 -3.20741 0.52779
H -2.86024 0.96896 0.90731
H -0.85721 -0.02705 -3.38739
O 0.90109 0.92745 -1.29435
H -0.70412 -1.41558 0.96433
H 0.00931 0.65963 -1.75076
O -0.59107 -0.77500 1.75431
H -0.16844 -0.90348 2.52527
H 1.00331 1.95802 -1.65264
O 2.10005 -0.82686 2.21214
H 0.08547 1.57480 2.18296
H 1.67024 -1.07592 3.00849
O 0.71209 3.29046 -2.32711
H -1.98251 -3.86993 -0.04775
H 2.75136 -1.65595 2.19696
O 0.72151 -1.61652 -1.29030
H 1.53815 3.72805 -2.75128
H 0.18429 4.05822 -2.13264
H 1.78729 1.49449 2.31174
H 1.53941 -1.74205 -1.77024
```

The net charge is +1. As for the LUMO energy: -0.1218 Eh. The calculation puts the molar mass at 163.14 g mol⁻¹. The value obtained for the HOMO energy is -13.4 eV. As for the HOMO-LUMO gap: 10.131 eV.



Version z
H19O9 | ωB97M-V with the def2-TZVPD basis set

XYZ file:
```
28
Properties=species:S:1:pos:R:3
O -1.68575 3.18531 -0.26234
H -1.79671 1.13673 -1.41626
H 0.98460 0.82054 0.92332
O 2.61524 -1.09920 3.22022
H 2.53714 -4.02027 0.66295
O -1.60085 1.97902 -2.65285
H 3.13888 -1.78643 2.81738
H -1.10155 2.15097 -3.43147
O -1.17181 -1.77127 0.67171
H -1.90118 -1.53319 1.25376
H -1.75214 -2.22521 0.04254
O 0.97764 1.43405 2.54035
H 1.20895 0.71695 3.15188
H 1.46779 2.11710 3.02131
O 2.31902 -3.10047 0.80983
H -1.79513 2.85369 -2.27600
H 1.99070 -2.66782 0.03423
O 0.68833 0.22820 0.20006
H -0.74149 3.21065 -0.32147
H 0.46842 -0.57403 0.69451
O -1.69811 0.17968 -0.98170
H -1.24599 -0.24282 -1.76342
H -0.80529 0.31161 -0.50637
O -0.36687 -1.06472 -3.02207
H -0.94523 -1.29741 -3.75126
H 0.48123 -1.16643 -3.46780
H -1.95615 3.53581 0.56784
H 1.68628 -1.31106 3.24111
```

The net charge is +1. As for the LUMO energy: -0.1071 Eh. The calculation puts the molar mass at 163.14 g mol⁻¹. The value obtained for the HOMO energy is -14.0 eV. As for the HOMO-LUMO gap: 11.036 eV.



How do the energies compare? Relative to the most stable structure, in eV: version w 0.140; version x 1.186; version y 2.845; version z 0.000.